[1]
Formula: C13H18NO22PS5
Source: the Open Molecules 2025 dataset
Level of theory: ωB97M-V with the def2-TZVPD basis set

The geometry in ORCA input format:
```
! RIJCOSX wB97M-V def2-TZVPD def2/J DEFGRID3
* xyz 0 1
O -4.92202 -4.46681 -1.11181
C -5.13234 -3.48487 -1.71923
O -6.37789 -2.98392 -2.04593
C -6.20017 -1.59835 -2.12028
O -7.09724 -0.85169 -1.90463
C -4.78091 -1.32839 -2.51110
P -4.18478 0.25032 -3.16132
O -4.00961 0.20812 -4.61785
O -5.25585 1.32643 -2.69238
O -2.90288 0.65673 -2.34946
C -4.14602 -2.48472 -2.28143
N -2.77979 -2.73815 -2.53657
C -2.57249 -3.07029 -3.70518
S -2.42549 -3.49026 -5.18486
H -6.13739 1.01853 -2.96200
H -2.07877 0.41225 -2.80295
C 2.22814 -2.12068 -2.11949
C 2.42278 -0.80044 -1.40724
O 1.41173 0.05663 -1.96474
S 0.11871 -0.81309 -2.33577
O -0.81094 -0.71220 -1.27349
O -0.24468 -0.54221 -3.68358
O 0.80594 -2.25390 -2.24904
H 2.66317 -2.10430 -3.12082
H 2.63641 -2.95844 -1.56107
H 3.41028 -0.37748 -1.56767
H 2.23777 -0.89456 -0.33468
C -0.34585 5.25698 -1.52216
C -1.22944 5.43339 -2.73845
O -1.96293 4.20755 -2.83116
S -2.22989 3.62189 -1.36308
O -3.52769 4.00946 -0.94957
O -1.77987 2.28347 -1.32605
O -1.15834 4.54738 -0.58145
H 0.52902 4.64396 -1.75210
H -0.02261 6.20577 -1.10139
H -0.66110 5.60382 -3.64854
H -1.94318 6.24794 -2.59735
C -0.00649 2.16495 2.66388
C 0.96412 1.78129 1.57377
O 2.16227 1.40837 2.26405
S 1.77327 0.73860 3.67498
O 1.80285 -0.67083 3.53042
O 2.50078 1.40225 4.69596
O 0.23852 1.22730 3.71841
H 0.19949 3.16853 3.04324
H -1.04296 2.11092 2.34108
H 1.15754 2.60544 0.89214
H 0.61621 0.91226 1.00985
C 5.96063 -3.87584 4.93242
C 6.18550 -2.56739 5.66043
O 5.17509 -1.69380 5.14913
S 3.85592 -2.54093 4.79564
O 2.94938 -2.45170 5.88085
O 3.47292 -2.23526 3.46951
O 4.53980 -4.00055 4.83849
H 6.37074 -3.84418 3.92032
H 6.37890 -4.72577 5.46572
H 7.17281 -2.15099 5.47976
H 6.02891 -2.67855 6.73583
*
```

Summary:
Calculated total energy in eV: -123769.9383
HOMO in eV: -10.0
Frontier orbital gap in eV: 9.206

natural (NBO) population analysis, charges in e, atoms 1 to 2:
1. O -0.467
2. C 0.743



[2]
Formula: C3H6N2
Source: the Open Molecules 2025 dataset
Level of theory: ωB97M-V with the def2-TZVPD basis set

The geometry in ORCA input format:
```
! RIJCOSX wB97M-V def2-TZVPD def2/J DEFGRID3
* xyz 0 1
C -1.19214 0.97779 0.53010
C -0.26268 -0.00119 0.12857
C -0.03163 -0.98013 -0.67876
N 1.40486 -1.00908 -0.61187
N 1.51167 0.20435 0.24436
H -2.06717 0.73803 -0.10332
H -1.54205 0.79489 1.55140
H -0.74983 1.90147 0.27526
H -0.59835 -1.71915 -1.09485
H 1.94838 -0.75441 -1.41577
H 1.57894 -0.15258 1.17488
*
```

Summary:
Energy above the lowest of the compared OMol25 structures with the same formula, charge and spin in eV: 4.227
Calculated total energy in eV: -6184.3175
HOMO in eV: -8.4
SMILES: Cc1c[nH][nH]1
Frontier orbital gap in eV: 9.468

natural (NBO) population analysis, charges in e, atoms 1 to 2:
1. C -0.682
2. C 0.146



[3]
Formula: C28H46ClN6NiSe
Source: the Open Molecules 2025 dataset
Level of theory: ωB97M-V with the def2-TZVPD basis set

The geometry in ORCA input format:
```
! RIJCOSX wB97M-V def2-TZVPD def2/J DEFGRID3
* xyz 1 1
Ni -0.24693 3.73856 0.06754
N 0.18888 2.71532 1.81363
C 1.61738 2.83565 2.14494
C 2.39686 2.86721 0.84172
N 1.85436 3.90505 -0.06004
C 2.28616 5.25488 0.35810
C 1.30959 6.32724 -0.09750
N -0.04313 5.95009 0.32861
C 2.23558 3.65345 -1.46570
C 1.27704 2.67394 -2.10983
N -0.09844 3.17478 -1.91652
H -0.39816 2.79440 2.63514
H 0.01775 1.78207 1.43536
H 1.97098 2.00610 2.76197
H 1.76481 3.75226 2.71677
H 2.28631 1.89917 0.34915
H 3.46565 3.02693 1.02702
H 3.28992 5.46722 -0.02800
H 2.35598 5.27533 1.44571
H 1.30870 6.40719 -1.18545
H 1.63022 7.29609 0.29353
H -0.74985 6.48533 -0.16155
H -0.18079 6.13877 1.31557
H 3.26758 3.29155 -1.53383
H 2.19478 4.60437 -2.00040
H 1.33700 1.69715 -1.63028
H 1.53068 2.53828 -3.16414
H -0.77045 2.42681 -2.06323
H -0.31250 3.90589 -2.58689
Cl -3.67079 -2.14378 -0.25235
C -3.30795 -0.44881 -0.11225
C -3.05807 0.09957 1.13302
C -2.72446 1.44070 1.22826
C -2.62166 2.25446 0.09822
C -2.13409 3.65418 0.18850
C -2.93556 1.67784 -1.13621
C -3.27165 0.33879 -1.25076
H -3.11702 -0.52004 2.01747
H -2.54208 1.86546 2.20960
H -2.38894 4.12251 1.14373
H -2.51533 4.26550 -0.63537
H -2.93743 2.29758 -2.02754
H -3.51224 -0.09249 -2.21356
C 2.25937 -3.20427 -2.72793
C 1.08901 -2.99091 -3.68829
C 0.08092 -1.92574 -3.25171
C -0.93456 -2.35347 -2.19867
N -0.34923 -2.85601 -0.95973
C 0.19264 -2.09472 0.01390
Se 0.24074 -0.25014 0.00746
N 0.61547 -2.92103 0.99847
C 1.27334 -2.52131 2.23573
C 0.37910 -2.69008 3.46086
C -0.95115 -1.92588 3.37325
C -2.09742 -2.76007 2.80544
C 0.36839 -4.23924 0.63286
C 0.63798 -5.43919 1.27548
C 0.25437 -6.59767 0.62198
C -0.37684 -6.55734 -0.62534
C -0.64062 -5.35848 -1.26559
C -0.25644 -4.19852 -0.60854
H 3.04659 -3.78748 -3.20599
H 1.97194 -3.73926 -1.82324
H 2.69015 -2.24616 -2.42657
H 0.57323 -3.93945 -3.87061
H 1.49457 -2.68379 -4.65474
H -0.51021 -1.61196 -4.11678
H 0.61419 -1.04051 -2.89568
H -1.56114 -3.15694 -2.58635
H -1.58799 -1.52135 -1.93460
H 1.55200 -1.47655 2.10696
H 2.18873 -3.10955 2.32999
H 0.96247 -2.35437 4.32126
H 0.17608 -3.75099 3.62985
H -0.81309 -1.02986 2.75891
H -1.22613 -1.58054 4.37191
H -1.91562 -3.05617 1.77132
H -3.03951 -2.21153 2.82256
H -2.23889 -3.67088 3.39114
H 1.12742 -5.47385 2.23864
H 0.44644 -7.55499 1.08663
H -0.66314 -7.48415 -1.10309
H -1.12179 -5.33810 -2.23329
*
```

Summary:
Energy above the lowest of the compared OMol25 structures with the same formula, charge and spin in eV: 0.000
Calculated total energy in eV: -157632.1113
HOMO in eV: -9.8
Frontier orbital gap in eV: 7.802

Mulliken population analysis, charges in e, atoms 1 to 2:
1. Ni 0.246
2. N -0.203



[4]
Formula: C6H10N2O2
Source: the Open Molecules 2025 dataset
Level of theory: ωB97M-V with the def2-TZVPD basis set

The geometry in ORCA input format:
```
! RIJCOSX wB97M-V def2-TZVPD def2/J DEFGRID3
* xyz 0 1
C 0.26638 -3.17460 0.97563
N -0.50791 -1.93690 0.87541
N -0.02822 -0.92960 1.34082
O 1.27585 -0.99477 1.87990
C 1.76335 0.25801 2.15258
H -0.15245 -3.80742 0.17868
H 1.40296 -2.98413 0.78922
H -0.07924 -3.52990 1.95351
H 1.35166 0.80099 2.96931
H 1.73206 0.87142 1.09021
H 2.77723 0.22430 2.36515
C -0.71432 2.21496 -3.08963
C -1.58539 1.42236 -2.44529
C -1.38321 1.00995 -1.02972
C -0.95797 1.80678 -0.10271
O -0.45651 2.62454 0.59031
H 0.09687 2.73930 -2.55583
H -0.96075 2.57654 -4.20520
H -2.36790 0.77778 -2.98825
H -1.47249 0.03040 -0.74410
*
```

Summary:
Energy above the lowest of the compared OMol25 structures with the same formula, charge and spin in eV: 6.152
Calculated total energy in eV: -13453.7891
HOMO in eV: -8.5
SMILES: C/N=N\OC.C=CC=C=O
Frontier orbital gap in eV: 9.363

natural (NBO) population analysis, charges in e, atoms 1 to 2:
1. C -0.506
2. N -0.152